Density functional theory data (ωB97M-V/def2-TZVPD) for C20H28BiClN3O5 as an isolated structure in a non-equilibrium geometry.

The geometry in ORCA input format:
```
! RIJCOSX wB97M-V def2-TZVPD def2/J DEFGRID3
* xyz -1 1
Bi 0.42648 -0.21363 -0.09223
Cl -1.32473 -0.66092 1.72475
N -0.88720 -1.62897 -1.31606
N 1.18075 1.29561 1.44029
C -2.04960 -1.24287 -1.83266
C 0.56320 2.44926 1.67858
C -0.86909 -3.11462 -1.19585
C -2.32867 -3.46464 -1.47159
C -0.39279 -3.55126 0.17444
C 0.07706 -3.63844 -2.26590
H -1.05165 -3.16085 0.95312
H 0.63665 -3.20179 0.34936
H -0.39604 -4.64575 0.20449
H -0.30582 -3.37913 -3.26234
H 0.13666 -4.72875 -2.18375
H 1.07684 -3.21062 -2.12074
C 2.03528 0.94094 2.61228
C 1.56404 1.95247 3.65240
C 3.48070 1.14901 2.18644
C 1.82835 -0.49660 3.04005
H 0.78328 -0.67702 3.29789
H 2.46755 -0.69423 3.90623
H 2.13618 -1.18135 2.23610
H 3.65339 2.20835 1.95278
H 3.70238 0.52420 1.31251
H 4.13777 0.85775 3.01214
O 0.69313 2.87417 2.92069
H 2.37528 2.56378 4.07325
H 0.94503 1.50550 4.43746
O -2.94023 -2.21181 -1.92185
H -2.87735 -3.76745 -0.57311
H -2.46388 -4.18601 -2.29048
C -2.41056 0.08754 -2.40228
C -0.13958 3.34361 0.71446
C -1.38593 2.85754 0.02622
H 0.58657 3.57074 -0.07585
H -0.34409 4.26784 1.26424
C -1.30464 1.91846 -1.02865
C -2.48278 1.28261 -1.49034
H -0.37959 1.86856 -1.63036
C -3.69066 1.94670 -1.29124
C -3.72421 3.05762 -0.46222
C -4.93516 1.59270 -2.05533
C -2.60116 3.51079 0.21283
H -4.66636 3.60409 -0.34821
C -2.71112 4.77849 1.01134
H -3.74412 5.13509 0.96823
H -2.08913 5.58461 0.60077
H -2.44998 4.64265 2.06329
H -4.80313 1.70643 -3.13926
H -5.73312 2.28391 -1.76923
H -5.28649 0.57831 -1.85429
H -3.36800 -0.05970 -2.91302
H -1.65061 0.31361 -3.15983
O 3.97778 -2.86617 -0.10723
N 3.34866 -1.91326 -0.51197
O 3.54651 -1.13641 -1.42601
O 2.08731 -1.67649 0.29538
*
```

Calculated values
Gap between HOMO and LUMO (spin up / spin down) (eV): 3.734 / 4.357
HOMO energy (spin up / spin down) (eV): -0.88 / -1.54
Relative energy (zero: lowest compared OMol25 entry of this formula, charge and spin) (kcal/mol): 0.0
Energy (eV): -54260.155

Quick look at the Mulliken charges, all values in e: atom 1 (Bi): 0.51, atom 2 (Cl): -0.57, atom 3 (N): 0.03, atom 4 (N): 0.05, atom 5 (C): 0.60, atom 6 (C): 0.59, atom 7 (C): 1.61, atom 8 (C): -0.91, atom 9 (C): -1.78, atom 10 (C): -1.57, atom 11 (H): 0.42, atom 12 (H): 0.28, atom 13 (H): 0.45, atom 14 (H): 0.42, atom 15 (H): 0.44, atom 16 (H): 0.14, atom 17 (C): 1.63, atom 18 (C): -0.90, atom 19 (C): -1.58, atom 20 (C): -1.84, atom 21 (H): 0.42, atom 22 (H): 0.46, atom 23 (H): 0.32, atom 24 (H): 0.42, atom 25 (H): 0.14, atom 26 (H): 0.44, atom 27 (O): -0.39, atom 28 (H): 0.28, atom 29 (H): 0.38, atom 30 (O): -0.39, atom 31 (H): 0.38, atom 32 (H): 0.28, atom 33 (C): -1.49, atom 34 (C): -1.44, atom 35 (C): 1.22, atom 36 (H): 0.19, atom 37 (H): 0.38, atom 38 (C): -1.61, atom 39 (C): 1.20, atom 40 (H): 0.65, atom 41 (C): 0.78, atom 42 (C): -0.88, atom 43 (C): -1.89, atom 44 (C): 0.79, atom 45 (H): 0.09, atom 46 (C): -1.90, atom 47 (H): 0.35, atom 48 (H): 0.36, atom 49 (H): 0.33, atom 50 (H): 0.36, atom 51 (H): 0.35, atom 52 (H): 0.32, atom 53 (H): 0.40, atom 54 (H): 0.19, atom 55 (O): -0.59, atom 56 (N): 0.90, atom 57 (O): -0.52, atom 58 (O): -0.30

=====

Density functional theory data (ωB97M-V/def2-TZVPD) for a 2-piece molecular cluster, C24H52N2O4PSi overall in a non-equilibrium geometry.

The geometry in ORCA input format:
```
! RIJCOSX wB97M-V def2-TZVPD def2/J DEFGRID3
* xyz 1 1
C 1.02437 -3.41851 -0.12257
C 1.35304 -4.68924 -1.14148
C 0.14662 -5.80502 -0.83117
O 0.45579 -6.72249 0.10599
O -1.14119 -5.68988 -1.53251
C -1.79313 -6.99371 -1.73028
C -3.40846 -6.73031 -2.07312
Si -4.03178 -5.53054 -0.67400
C -4.26418 -3.70945 -1.26797
C -5.73810 -3.54124 -2.03082
N -6.21155 -2.24643 -2.21985
C -5.65141 -6.31094 0.09871
O -5.77724 -6.02814 1.55858
N -4.68456 -6.49652 2.21928
O -4.32029 -5.60970 2.98041
H 1.97105 -2.78567 0.15283
H 0.15352 -2.76567 -0.59809
H 0.55954 -3.91890 0.85160
H 2.39821 -5.14201 -0.78562
H 1.41707 -4.38527 -2.26982
H -1.35102 -7.61628 -2.64398
H -1.78837 -7.70039 -0.79748
H -3.94320 -7.77270 -1.85674
H -3.58464 -6.33112 -3.15918
H -3.02706 -5.52408 0.40651
H -3.37838 -3.30940 -1.92736
H -4.32888 -3.02974 -0.30417
H -6.32307 -4.49843 -2.42044
H -5.52272 -1.54804 -1.82753
H -5.57386 -7.47272 -0.04508
H -6.63400 -5.95750 -0.43394
C -2.25762 2.45720 -1.24448
C -1.77575 3.32138 -0.09134
C -0.73064 4.35417 -0.50724
C 0.68091 3.81173 -0.74529
P 1.71296 3.48088 0.66197
C 1.66044 4.95427 1.71555
C 1.91057 6.34578 1.13652
C 3.35018 6.73584 0.79250
C 4.36845 6.47460 1.89059
C 3.40958 3.33625 0.17240
C 3.90932 2.26536 -0.78380
C 4.09110 0.85813 -0.23056
C 4.73998 0.77590 1.14244
C 1.13457 2.22521 1.77526
C 1.07196 0.72733 1.50242
C 0.45634 0.27226 0.18732
C -0.93006 -0.33085 0.35244
H -1.43567 1.92143 -1.72542
H -2.97785 1.71676 -0.88222
H -2.75838 3.06578 -2.00511
H -1.40124 2.69138 0.71252
H -2.64515 3.85328 0.31797
H -0.69531 5.13240 0.26064
H -1.07546 4.84829 -1.42473
H 1.21280 4.58235 -1.31846
H 0.65014 2.95094 -1.41644
H 2.31647 4.78070 2.57499
H 0.64691 4.96957 2.13738
H 1.54842 7.07384 1.87519
H 1.29424 6.49137 0.24346
H 3.36513 7.80939 0.56364
H 3.66673 6.24739 -0.13107
H 4.14488 7.07040 2.78034
H 5.36994 6.74812 1.54300
H 4.40438 5.42167 2.18056
H 4.04819 3.37577 1.06043
H 3.61670 4.26311 -0.36408
H 4.89314 2.59169 -1.15052
H 3.25718 2.22337 -1.66322
H 4.70036 0.28052 -0.93763
H 3.12730 0.35715 -0.21899
H 5.76828 1.14859 1.11326
H 4.76316 -0.26469 1.48125
H 4.18891 1.34550 1.89567
H 0.14414 2.53401 2.12536
H 1.77070 2.32623 2.66636
H 0.53376 0.25431 2.34334
H 2.08004 0.31716 1.58359
H 1.08838 -0.51045 -0.25349
H 0.42863 1.07993 -0.54152
H -0.87859 -1.26652 0.92128
H -1.35949 -0.56390 -0.62870
H -1.60617 0.34774 0.87398
*
```

Calculated values
Gap between HOMO and LUMO (eV): 9.268
HOMO energy (eV): -11.41
Energy (eV): -54054.762

Quick look at the Mulliken charges, all values in e: atom 1 (C): -0.63, atom 2 (C): -0.39, atom 3 (C): 0.42, atom 4 (O): -0.55, atom 5 (O): -0.22, atom 6 (C): -0.53, atom 7 (C): -0.59, atom 8 (Si): 0.07, atom 9 (C): -0.54, atom 10 (C): 0.03, atom 11 (N): -0.64, atom 12 (C): -0.31, atom 13 (O): -0.14, atom 14 (N): 0.13, atom 15 (O): -0.30, atom 16 (H): 0.24, atom 17 (H): 0.06, atom 18 (H): 0.30, atom 19 (H): 0.31, atom 20 (H): 0.28, atom 21 (H): 0.32, atom 22 (H): 0.33, atom 23 (H): 0.31, atom 24 (H): 0.37, atom 25 (H): -0.16, atom 26 (H): 0.37, atom 27 (H): 0.36, atom 28 (H): 0.27, atom 29 (H): 0.27, atom 30 (H): 0.27, atom 31 (H): 0.31, atom 32 (C): -1.42, atom 33 (C): 0.19, atom 34 (C): -1.07, atom 35 (C): -1.14, atom 36 (P): 1.16, atom 37 (C): -1.45, atom 38 (C): -0.75, atom 39 (C): -0.40, atom 40 (C): -1.24, atom 41 (C): -0.56, atom 42 (C): -1.13, atom 43 (C): 0.57, atom 44 (C): -1.34, atom 45 (C): -1.06, atom 46 (C): -1.19, atom 47 (C): 0.95, atom 48 (C): -2.00, atom 49 (H): 0.24, atom 50 (H): 0.40, atom 51 (H): 0.42, atom 52 (H): -0.25, atom 53 (H): 0.46, atom 54 (H): 0.32, atom 55 (H): 0.55, atom 56 (H): 0.65, atom 57 (H): 0.76, atom 58 (H): 0.73, atom 59 (H): 0.54, atom 60 (H): 0.49, atom 61 (H): 0.23, atom 62 (H): 0.43, atom 63 (H): 0.26, atom 64 (H): 0.36, atom 65 (H): 0.37, atom 66 (H): 0.25, atom 67 (H): 0.53, atom 68 (H): 0.02, atom 69 (H): 0.41, atom 70 (H): 0.37, atom 71 (H): 0.48, atom 72 (H): -0.54, atom 73 (H): 0.35, atom 74 (H): 0.40, atom 75 (H): 0.30, atom 76 (H): 0.80, atom 77 (H): 0.64, atom 78 (H): 0.63, atom 79 (H): 0.16, atom 80 (H): 0.21, atom 81 (H): -0.35, atom 82 (H): 0.48, atom 83 (H): 0.42, atom 84 (H): 0.34

=====

Density functional theory data (ωB97M-V/def2-TZVPD) for C9H17N3O5 as an isolated structure in a non-equilibrium geometry.

The geometry in ORCA input format:
```
! RIJCOSX wB97M-V def2-TZVPD def2/J DEFGRID3
* xyz 0 1
C -1.22756 -1.30728 1.42668
C -1.30227 0.08244 0.58326
C -0.03659 -1.22028 2.60459
C 1.19478 -2.37678 2.25656
C 1.93254 -2.44042 0.84120
C -0.00385 1.15592 -1.33632
C 0.89076 2.04304 -0.57170
C -1.26922 2.01751 -1.69050
C -1.01161 2.85684 -3.00291
H -1.20484 -2.36847 -0.56247
H -2.42118 -2.91322 0.95304
H -2.06097 -1.18202 2.08329
H 0.59488 -0.35026 2.36801
H -0.48970 -1.23536 3.75711
H 0.77336 -3.35589 2.67580
H 2.20339 -2.05832 2.84999
H 3.16812 -3.75486 0.13511
H 1.77461 -4.87541 1.38291
H 0.49297 -0.56404 -0.19943
H 0.61958 0.71224 -2.11381
H -1.55453 2.65004 -0.75792
H -2.74546 0.99123 -1.24326
H -1.35549 2.19929 -4.03177
H -1.90691 3.70994 -2.81004
H 0.14398 3.27573 -3.14435
H 1.91924 3.50190 -0.74958
N -1.30751 -2.55837 0.71030
N 2.71529 -3.54086 0.94201
N -0.38069 0.06358 -0.40072
O -2.00162 1.08307 0.82914
O 1.77133 -1.63496 -0.02856
O 1.04899 1.95506 0.70509
O -2.24587 1.03097 -2.06463
O 1.40935 2.94099 -1.44342
*
```

Calculated values
Gap between HOMO and LUMO (eV): 7.186
HOMO energy (eV): -8.93
Relative energy (zero: lowest compared OMol25 entry of this formula, charge and spin) (kcal/mol): 233.0
Energy (eV): -24308.316

Quick look at the Mulliken charges, all values in e: atom 1 (C): -0.42, atom 2 (C): 0.36, atom 3 (C): -0.49, atom 4 (C): -0.63, atom 5 (C): 0.59, atom 6 (C): 0.04, atom 7 (C): 0.32, atom 8 (C): -0.10, atom 9 (C): -0.95, atom 10 (H): 0.36, atom 11 (H): 0.31, atom 12 (H): 0.56, atom 13 (H): 0.19, atom 14 (H): 0.28, atom 15 (H): 0.33, atom 16 (H): 0.23, atom 17 (H): 0.26, atom 18 (H): 0.37, atom 19 (H): 0.23, atom 20 (H): 0.38, atom 21 (H): 0.42, atom 22 (H): 0.39, atom 23 (H): 0.24, atom 24 (H): 0.25, atom 25 (H): 0.24, atom 26 (H): 0.40, atom 27 (N): -0.62, atom 28 (N): -0.66, atom 29 (N): 0.11, atom 30 (O): -0.71, atom 31 (O): -0.66, atom 32 (O): -0.58, atom 33 (O): -0.61, atom 34 (O): -0.41

=====

Which of these has the lowest energy? C20H28BiClN3O5

=====

Among the records above, which one has the lowest energy? C20H28BiClN3O5